# 1
{"formula": "C4H9N2S", "method": "ωB97M-V with the def2-TZVPD basis set", "species": ["C", "C", "C", "C", "N", "N", "S", "H", "H", "H", "H", "H", "H", "H", "H", "H"], "coordinates": [[-1.5076, -0.2338, 0.0726], [0.5208, 0.2526, 0.0264], [1.2464, 0.4398, 1.2878], [1.2522, 0.4170, -1.2788], [-0.3343, -0.8718, 0.0086], [-2.7744, -0.6347, -0.0393], [-0.9584, 1.3673, -0.0056], [0.8124, 0.7867, 2.2218], [2.0963, 1.1303, 1.0547], [1.6512, -0.5008, 1.5492], [0.5635, 0.4161, -2.1373], [1.9996, -0.3922, -1.3947], [1.7233, 1.3521, -1.2742], [0.0488, -1.8697, -0.1252], [-2.8269, -1.6257, -0.0310], [-3.5130, -0.0330, 0.0648]], "forces_ev_per_angstrom": [[-1.88, -3.38, 0.03], [1.63, 0.16, -0.60], [2.60, 1.26, 0.03], [-0.27, -1.26, 0.03], [-0.84, -3.04, -0.13], [4.14, -1.83, -0.21], [-0.95, 5.17, -0.39], [-0.95, 0.26, -0.32], [-0.51, -0.58, 0.54], [0.91, -1.16, 0.36], [0.12, -0.24, 0.23], [-0.25, 0.46, -0.09], [0.99, 1.36, -0.09], [-1.47, 1.96, 0.36], [-1.16, -0.78, -0.06], [-2.10, 1.64, 0.31]], "nbo_charge": [0.17, -0.08, -0.67, -0.64, -0.53, -0.70, 0.68, 0.25, 0.25, 0.24, 0.23, 0.25, 0.24, 0.46, 0.42, 0.44], "total_charge": 1, "lumo_ev": [-3.697, -7.881], "spin_multiplicity": 3, "gap_ev": [6.06, 7.26], "e_above_lowest_kj_mol": 135.54}

# 2
{"formula": "C20H15Cl2IN3O5PtS", "method": "ωB97M-V with the def2-TZVPD basis set", "species": ["Pt", "N", "C", "C", "C", "C", "C", "C", "N", "C", "C", "C", "S", "C", "N", "H", "H", "H", "H", "H", "H", "H", "Cl", "C", "Cl", "C", "O", "O", "H", "O", "C", "C", "C", "C", "C", "C", "C", "O", "O", "H", "H", "H", "H", "H", "I", "C", "H", "H"], "coordinates": [[0.1171, 0.2444, -1.3192], [3.6021, -1.6605, -0.4284], [4.2545, -0.4375, -0.4194], [5.5641, -0.0887, -0.1177], [5.9092, 1.2375, -0.2966], [4.9842, 2.1755, -0.7751], [3.6807, 1.8245, -1.0662], [3.3118, 0.4985, -0.8594], [2.1132, -0.1580, -1.0966], [2.3275, -1.4300, -0.8240], [1.2733, -2.3989, -1.0609], [1.1915, -3.7260, -0.7981], [-0.3684, -4.2874, -1.2123], [-0.8135, -2.7211, -1.7060], [0.1405, -1.8454, -1.6169], [3.9440, -2.5235, -0.0466], [6.2810, -0.8190, 0.2338], [6.9185, 1.5574, -0.0731], [5.3054, 3.1974, -0.9269], [2.9673, 2.5365, -1.4517], [1.9264, -4.3718, -0.3492], [-1.8009, -2.4683, -2.0597], [-4.7621, 0.1732, -2.9641], [-3.6272, 1.5314, -2.6786], [-3.9272, 2.8368, -3.8239], [-2.1815, 0.9928, -2.7485], [-1.5005, 1.1724, -3.7337], [-1.8633, 0.4381, -1.6223], [-3.8342, 1.9031, -1.6826], [-4.0249, -1.8900, 1.5232], [-3.5462, -0.8538, 2.2307], [-4.4432, -0.0173, 2.8980], [-3.9735, 1.0235, 3.6788], [-2.6081, 1.2548, 3.8073], [-1.7233, 0.4470, 3.1116], [-2.1650, -0.6037, 2.3175], [-1.1746, -1.3957, 1.4933], [-1.6299, -2.4556, 0.9366], [-0.0186, -0.9669, 1.3777], [-3.1870, -2.3448, 1.1812], [-5.5036, -0.2049, 2.7848], [-4.6829, 1.6670, 4.1869], [-2.2425, 2.0698, 4.4188], [-0.6553, 0.6235, 3.1453], [-1.4427, 3.3923, -0.3282], [0.2888, 2.1042, -0.5739], [0.9604, 2.7622, -1.1206], [0.6388, 2.0050, 0.4548]], "forces_ev_per_angstrom": [[0.26, 0.41, -0.32], [-0.03, 0.09, 0.12], [0.02, -0.04, 0.00], [-0.01, 0.02, 0.00], [0.02, -0.02, 0.02], [-0.01, 0.02, -0.01], [-0.01, -0.02, 0.06], [-0.01, -0.01, -0.14], [-0.09, -0.32, 0.53], [0.00, 0.02, -0.23], [0.04, -0.01, 0.09], [-0.07, 0.05, -0.04], [0.06, -0.04, 0.00], [0.05, 0.09, -0.20], [-0.20, -0.23, 0.26], [0.01, -0.02, -0.06], [0.01, 0.00, -0.01], [0.00, 0.00, 0.00], [-0.02, 0.01, 0.01], [0.01, 0.02, 0.02], [0.00, -0.01, 0.01], [-0.03, -0.01, 0.04], [0.02, 0.01, -0.01], [-0.16, -0.33, 0.07], [0.00, 0.02, -0.04], [0.00, 0.43, 0.15], [-0.03, -0.16, -0.05], [-0.17, 0.07, -0.25], [0.02, -0.01, 0.00], [0.12, -0.06, -0.04], [0.06, -0.08, 0.09], [0.02, -0.01, 0.01], [-0.03, 0.01, 0.00], [0.02, -0.01, 0.00], [0.01, 0.04, -0.05], [-0.04, 0.15, -0.09], [-0.17, -0.19, -0.12], [0.00, 0.06, 0.07], [0.31, -0.16, 0.20], [-0.06, 0.09, -0.04], [0.00, -0.01, 0.01], [0.00, 0.00, 0.01], [-0.01, 0.01, -0.01], [-0.01, 0.01, -0.01], [0.01, -0.03, 0.01], [0.06, 0.16, -0.02], [-0.03, 0.00, -0.03], [0.03, 0.03, -0.01]], "nbo_charge": [0.81, -0.53, 0.17, -0.26, -0.21, -0.23, -0.18, 0.10, -0.43, 0.43, 0.07, -0.40, 0.51, -0.06, -0.45, 0.42, 0.21, 0.21, 0.21, 0.24, 0.24, 0.26, -0.05, -0.30, -0.02, 0.75, -0.63, -0.72, 0.25, -0.72, 0.43, -0.32, -0.19, -0.28, -0.14, -0.28, 0.78, -0.82, -0.75, 0.51, 0.21, 0.19, 0.20, 0.22, -0.02, -0.77, 0.17, 0.20], "total_charge": -1, "lumo_ev": 1.948, "gap_ev": 6.88, "e_above_lowest_kj_mol": 43.99}

Repeat the first record exactly.
{"formula": "C4H9N2S", "method": "ωB97M-V with the def2-TZVPD basis set", "species": ["C", "C", "C", "C", "N", "N", "S", "H", "H", "H", "H", "H", "H", "H", "H", "H"], "coordinates": [[-1.5076, -0.2338, 0.0726], [0.5208, 0.2526, 0.0264], [1.2464, 0.4398, 1.2878], [1.2522, 0.4170, -1.2788], [-0.3343, -0.8718, 0.0086], [-2.7744, -0.6347, -0.0393], [-0.9584, 1.3673, -0.0056], [0.8124, 0.7867, 2.2218], [2.0963, 1.1303, 1.0547], [1.6512, -0.5008, 1.5492], [0.5635, 0.4161, -2.1373], [1.9996, -0.3922, -1.3947], [1.7233, 1.3521, -1.2742], [0.0488, -1.8697, -0.1252], [-2.8269, -1.6257, -0.0310], [-3.5130, -0.0330, 0.0648]], "forces_ev_per_angstrom": [[-1.88, -3.38, 0.03], [1.63, 0.16, -0.60], [2.60, 1.26, 0.03], [-0.27, -1.26, 0.03], [-0.84, -3.04, -0.13], [4.14, -1.83, -0.21], [-0.95, 5.17, -0.39], [-0.95, 0.26, -0.32], [-0.51, -0.58, 0.54], [0.91, -1.16, 0.36], [0.12, -0.24, 0.23], [-0.25, 0.46, -0.09], [0.99, 1.36, -0.09], [-1.47, 1.96, 0.36], [-1.16, -0.78, -0.06], [-2.10, 1.64, 0.31]], "nbo_charge": [0.17, -0.08, -0.67, -0.64, -0.53, -0.70, 0.68, 0.25, 0.25, 0.24, 0.23, 0.25, 0.24, 0.46, 0.42, 0.44], "total_charge": 1, "lumo_ev": [-3.697, -7.881], "spin_multiplicity": 3, "gap_ev": [6.06, 7.26], "e_above_lowest_kj_mol": 135.54}